Record 1
# C12H20FN2O

The ion C12H20FN2O with charge +1 at a distorted geometry (ωB97M-V with the def2-TZVPD basis set, the OMol25 dataset).

## Properties
Net charge = +1
SMILES = C=C[C@H]1CC[N+](F)=C1CCCCNC(C)=O
E_HOMO = -11.6 eV

The geometry in XYZ format:
```
36
Properties=species:S:1:pos:R:3:forces:R:3:mulliken_charge:R:1
C 0.88727 -3.20857 -0.47109 -2.1464 -0.3127 0.4786 -0.5761
C -0.50833 -2.98977 0.05484 2.4333 0.4649 -0.4626 -0.5096
C -1.05926 -1.42569 -0.03034 -0.7754 -1.2837 2.0340 0.7321
C -2.68140 -1.48895 -0.28168 0.5727 1.0460 -0.4748 -0.6710
C -3.28467 -0.56137 0.93147 -3.1460 2.7834 -1.0608 -0.5820
N -2.18899 -0.15230 1.93607 3.0818 -3.3556 -4.0177 0.2877
F -2.36653 0.53611 3.12010 0.2571 -1.2199 -1.7389 -0.1626
C -1.00664 -0.61173 1.40431 1.3514 1.3748 2.3605 0.0138
C 0.44756 -0.32782 2.16759 -0.7939 0.9885 -1.1447 -0.7951
C 1.33689 0.55701 1.08671 1.0883 -0.2333 0.7138 0.0512
C 0.78862 2.07853 0.84510 -0.5854 0.0506 0.7391 -0.5782
C -0.04839 2.32339 -0.53774 -0.4219 1.6073 0.3346 -0.5926
N 0.31826 1.42553 -1.69489 1.3266 0.3442 -0.2345 -0.1341
C 1.67868 1.73232 -2.28041 1.7003 4.7783 -4.1323 0.2613
C 3.04994 0.84891 -1.96786 -1.0033 -0.9632 0.0466 -0.6245
O 1.83098 2.75655 -3.14214 -1.3150 -6.2851 5.2150 -0.5371
H 1.83597 -2.98764 0.18117 -1.8203 1.2323 -1.8985 0.2623
H 1.04912 -3.61756 -1.56337 -0.2388 -0.7831 2.8985 0.2697
H -1.20626 -3.82714 0.48107 0.8564 1.5616 -2.2047 0.3418
H -0.46452 -1.01536 -0.95153 -1.2169 0.1096 2.4327 0.2447
H -2.86381 -0.89118 -1.27304 0.1167 -1.1676 1.9897 0.2384
H -3.13285 -2.55955 -0.46222 0.9950 2.1509 0.9535 0.3610
H -4.31758 -0.83165 1.42121 2.4446 -0.0188 -0.6178 0.3816
H -3.54225 0.48686 0.42138 0.4416 -2.2252 1.0516 0.2898
H 1.03406 -1.31915 2.41471 -1.5804 1.9066 -0.5004 0.3317
H 0.25790 0.34929 3.10402 0.3076 -1.6347 -1.6527 0.3793
H 1.45765 -0.09874 0.12687 -0.2819 1.5291 1.6444 -0.2505
H 2.42051 0.65636 1.57617 -2.3748 -0.3588 -1.0463 0.3190
H 1.65063 2.89207 0.97940 -1.7943 -2.0341 -0.5345 0.3586
H 0.03009 2.30303 1.73937 1.6156 -0.3326 -1.8998 0.2793
H 0.10707 3.46879 -0.83816 -0.3581 -2.4091 0.6437 0.3564
H -1.20865 2.21105 -0.34790 2.3382 -0.0130 -0.3786 0.2443
H -0.40067 1.51190 -2.44953 1.1183 0.3628 0.7717 0.3268
H 3.62156 1.21666 -1.00511 -1.2098 -0.4800 -2.0942 0.1976
H 3.73686 0.84181 -2.93143 -1.5562 0.4188 2.1838 0.3201
H 2.74119 -0.28202 -1.76313 0.5731 2.4006 -0.3980 0.1650
```
Forces are in eV/Å.

---

Record 2
# C12H20FeN2O2

A structure of composition C12H20FeN2O2 at a distorted geometry (ωB97M-V with the def2-TZVPD basis set, the OMol25 dataset).

## Properties
Expectation value of S² = 6.4157
E_HOMO (alpha / beta) = -6.9 / -7.1 eV
Multiplicity = 5

The geometry in XYZ format:
```
37
Properties=species:S:1:pos:R:3:forces:R:3:mulliken_spin:R:1
C 0.92392 -1.14199 -1.73660 1.5796 -0.1240 1.1806 -0.0518
C 0.26815 2.00644 -1.82077 -0.3288 -0.3147 0.8679 -0.0108
C -0.44224 -1.39792 -2.14121 -0.3202 -1.1120 0.8744 0.6919
H 1.49034 -2.07189 -1.91051 -0.0261 0.0169 0.0359 0.0366
C -0.96585 1.73741 -1.38076 0.1162 0.1616 0.0890 0.0153
H 0.84519 2.80856 -1.34290 -0.2868 -0.2881 -0.0010 -0.0001
H -0.87160 -2.32093 -1.74612 0.1406 0.2234 -0.0642 -0.0184
H -1.38469 2.29225 -0.53002 0.3428 0.0231 -0.3898 0.0020
C -1.37898 -0.49671 -2.77861 -1.8238 0.8014 -0.4029 0.0630
H -2.28844 -1.10897 -2.95944 0.4250 0.4487 -0.1832 0.0017
H -1.03238 -0.14495 -3.76123 -0.1712 -0.1308 0.2416 0.0442
C 1.71955 -0.05480 -2.51043 -0.2237 -0.1921 0.3964 0.0140
H 2.05747 -0.50996 -3.45610 -0.0270 0.1116 0.3163 0.0003
H 2.62606 0.17391 -1.92910 -0.1735 0.0533 -0.1832 0.0036
C 0.98758 1.24699 -2.89296 0.5026 0.7485 -0.6077 0.0038
H 0.33252 1.09580 -3.75954 0.2806 -0.0459 0.3033 0.0014
H 1.76190 1.94463 -3.24634 -0.0419 -0.2952 -0.1631 0.0011
C -1.93369 0.74283 -1.95279 0.0007 -0.8410 -0.3030 0.0626
H -2.63029 1.26326 -2.63049 0.1585 0.0018 0.1658 -0.0011
H -2.56785 0.34149 -1.14454 0.3332 0.1113 -0.1666 0.0002
Fe 1.43864 -1.86750 1.11656 -0.9794 -0.2246 0.1938 3.1996
H 1.00631 -1.05979 -0.51774 -0.4668 0.6887 -2.4556 0.0492
C 0.86433 0.84271 3.92142 -0.3999 0.3897 0.5502 -0.0155
C 0.57896 -0.12073 2.83626 0.1627 -0.6711 -0.4520 -0.0178
N 1.34061 -0.06527 1.73534 -0.0237 0.8035 -0.2356 0.2033
O 1.94137 1.20190 1.55038 0.8519 0.1800 -0.4532 0.0033
C -0.48429 -1.06736 2.81080 1.0061 -0.1531 -0.0112 0.1633
C -1.51023 -1.28109 3.87935 -0.1517 0.4016 0.0469 -0.0438
N -0.53211 -1.74872 1.61233 -0.3429 0.5808 -0.3712 -0.1256
O -1.67037 -1.86631 1.06400 0.4412 -0.9182 0.3756 -0.3068
H 1.44831 1.66683 3.51665 -0.1346 -0.0448 0.2285 0.0004
H 1.42767 0.38327 4.74023 -0.1003 -0.0504 -0.1085 0.0018
H -0.07523 1.22050 4.31960 0.0449 0.1401 0.2004 -0.0007
H 2.02695 1.33704 0.58314 -0.3570 -0.4921 0.7382 0.0011
H -2.48634 -0.92532 3.51709 0.1568 -0.1893 0.2640 0.0131
H -1.60272 -2.34310 4.16665 0.0325 0.3886 -0.2418 0.0161
H -1.22853 -0.71251 4.77841 -0.1963 -0.1870 -0.2749 -0.0004
```
Forces are in eV/Å.

---

Record 3
# C12H20MoN2O4S

A structure of composition C12H20MoN2O4S (ωB97M-V with the def2-TZVPD basis set, the OMol25 dataset).

## Properties
Net charge = +4
Energy above the lowest of the compared OMol25 structures with the same formula, charge and spin = 0.0 kcal per mole
E_HOMO (alpha / beta) = -23.3 / -23.3 eV

The geometry in XYZ format:
```
40
Properties=species:S:1:pos:R:3:forces:R:3:mulliken_charge:R:1
Mo -0.26439 -0.42705 0.32375 -0.0032 0.2233 -0.0413 1.5467
C 2.45988 0.04145 1.36361 0.0924 -0.0422 -0.1166 -0.4007
C 1.74939 -0.51991 2.57070 -0.0539 0.0603 0.0735 -0.4762
O 0.46432 -1.09776 2.07103 -0.0137 -0.0446 -0.1409 -0.4186
C -0.48927 -1.49924 3.14964 0.0073 0.0476 0.0363 -0.4119
C -1.79385 -1.81375 2.45835 -0.0660 -0.1171 -0.0553 -0.4299
O -1.93530 -0.82899 1.35510 0.1637 0.1583 0.1059 -0.3237
C -2.97802 0.22618 1.30279 -0.0867 0.0219 -0.0312 -0.4185
C -2.26265 1.54837 1.44041 0.0670 -0.0013 0.0040 -0.3931
O -0.99323 1.41590 0.65108 -0.0176 -0.0835 -0.0390 -0.4899
C -0.01941 2.52740 0.85924 -0.0466 -0.0306 0.0785 -0.4156
C 1.26990 2.08471 0.20944 0.0557 0.0396 -0.0587 -0.4051
O 1.41326 0.63328 0.48529 -0.0301 0.0933 0.2549 -0.2328
H 2.94009 -0.72529 0.75920 0.0054 0.0061 -0.0289 0.3431
H 3.19016 0.80038 1.64241 -0.0203 0.0352 -0.0113 0.4161
H 1.48310 0.24100 3.30481 -0.0104 -0.0132 0.0209 0.3707
H 2.32439 -1.31661 3.04346 -0.0038 -0.0188 -0.0066 0.4415
H -0.55702 -0.65295 3.83357 0.0240 0.0033 0.0123 0.3912
H -0.08322 -2.37112 3.66307 0.0129 -0.0131 -0.0120 0.4268
H -2.63949 -1.73862 3.14143 -0.0211 0.0367 -0.0173 0.4021
H -1.79992 -2.79087 1.97949 -0.0168 -0.0077 -0.0195 0.3237
H -3.70342 0.08024 2.10300 0.0174 -0.0391 0.0181 0.4012
H -3.46984 0.10529 0.33964 -0.0013 -0.0422 -0.0122 0.3297
H -1.96391 1.77279 2.46444 -0.0046 0.0259 0.0058 0.3548
H -2.84123 2.37169 1.02162 -0.0064 0.0047 -0.0082 0.4272
H 0.06747 2.66472 1.93730 -0.0106 0.0315 0.0068 0.3912
H -0.41867 3.42781 0.39236 -0.0044 0.0065 -0.0050 0.4444
H 2.12452 2.63121 0.60707 0.0280 -0.0392 0.0197 0.4399
H 1.24867 2.16975 -0.87445 0.0108 -0.0389 -0.0128 0.2427
S -0.29922 -1.77529 -1.49309 -0.0621 -0.3545 0.0156 -0.2848
C 0.29788 -1.07118 -3.03051 -0.0087 0.0583 -0.0337 0.5380
N 0.26280 -1.90737 -4.09093 0.0054 0.0344 -0.0117 -0.0097
C 0.68050 -1.48993 -5.30387 0.0084 -0.0040 -0.0399 0.0280
C 1.14031 -0.19632 -5.43564 0.0063 0.0204 0.0121 -0.7287
C 1.14626 0.59915 -4.30095 -0.0288 -0.0045 0.0656 0.0953
N 0.72090 0.15260 -3.09425 0.0264 0.0055 -0.0550 -0.2086
H -0.07795 -2.86446 -3.99957 -0.0073 -0.0038 0.0162 0.3040
H 0.62951 -2.20535 -6.11761 -0.0091 -0.0221 0.0117 0.4715
H 1.48146 0.17409 -6.39409 0.0021 0.0025 -0.0009 0.4521
H 1.49525 1.62399 -4.33832 0.0003 0.0052 -0.0003 0.4659
```
Forces are in eV/Å.

---

Record 4
# C12H20N2O2Pt

A structure of composition C12H20N2O2Pt at a distorted geometry (ωB97M-V with the def2-TZVPD basis set, the OMol25 dataset).

## Properties
Expectation value of S² = 2.0718
Energy above the lowest of the compared OMol25 structures with the same formula, charge and spin = 0.0 kcal per mole
E_HOMO (alpha / beta) = -5.6 / -7.3 eV
Multiplicity = 3

The geometry in XYZ format:
```
37
Properties=species:S:1:pos:R:3:forces:R:3:mulliken_spin:R:1
C 1.20294 2.68682 0.04791 0.7758 0.5498 -0.1568 -0.1606
C 0.38737 1.98027 -2.47603 0.2378 0.6659 -1.9753 0.3062
C 2.36768 1.95239 -0.14753 1.1356 1.2855 0.5678 0.4260
H 0.78297 2.75121 1.05660 0.0688 -0.2505 -0.3766 -0.0163
C 1.37544 0.92496 -2.50298 0.5448 0.0860 -2.0759 -0.1457
H -0.53813 1.86059 -3.04543 0.1615 -0.2168 0.0208 0.0117
H 2.72409 1.24144 0.59343 -0.2809 0.1493 0.0204 -0.0450
H 1.17205 -0.03711 -3.00722 0.1014 0.7908 -0.2999 0.0321
C 3.29776 2.14013 -1.28683 0.2489 0.4659 -0.9216 0.0341
H 4.33053 1.87443 -1.00541 -0.4685 0.0883 0.0138 0.0033
H 3.30849 3.19824 -1.59466 0.1018 -0.2557 0.2019 0.0107
C 0.90036 3.84567 -0.86820 -1.1827 0.8846 -0.0216 0.0596
H 1.61616 4.64692 -0.68335 0.3790 0.0196 -0.1314 -0.0113
H -0.05860 4.34175 -0.59867 0.3897 -0.6483 0.1223 0.0050
C 0.79956 3.46636 -2.36048 0.0576 0.0922 0.4901 -0.0079
H 1.75523 3.71485 -2.84862 -0.2742 -0.5554 -0.0777 0.0036
H 0.06462 4.13137 -2.85101 0.1698 -0.4962 0.2342 0.0017
C 2.86726 1.28524 -2.51550 0.0095 -1.1847 0.6034 0.0419
H 3.15144 1.73508 -3.46993 -0.2485 0.3832 0.0848 -0.0043
H 3.45450 0.34990 -2.51974 -0.3968 0.1944 0.2700 -0.0027
Pt 0.20796 0.70545 -0.88988 -0.6061 1.2080 3.0709 0.6261
H 1.04323 0.73903 0.55811 -0.4467 -1.0646 0.8383 0.4854
C -1.68381 -1.27670 2.50770 -0.2979 -0.7655 1.2450 -0.0077
C -0.85592 -0.95840 1.32088 -0.5282 0.9468 -0.9733 0.1470
N -1.00383 0.25800 0.79256 -0.0762 -1.0504 0.4123 -0.0925
O -1.68921 1.14176 1.64817 0.2775 1.2435 -0.8936 0.0205
C 0.02618 -1.83523 0.63241 -0.1285 0.0366 -0.2208 -0.1083
C 0.18574 -3.31465 0.92801 0.1769 0.0949 0.0795 0.0128
N 0.66200 -1.22888 -0.40570 0.7114 -2.5126 0.3224 0.1690
O 1.66934 -1.76844 -0.96461 -0.8428 -0.2074 0.2889 0.1968
H -2.18838 -0.41203 2.95158 0.2927 -0.2299 -0.4012 0.0005
H -1.13790 -1.75526 3.33350 0.1709 0.0658 -0.3736 0.0105
H -2.46513 -1.99267 2.23812 0.0247 -0.0054 -0.1346 0.0070
H -1.52715 1.99123 1.18767 -0.3455 -0.5615 0.4573 0.0003
H -0.12813 -3.89236 0.03684 0.1562 0.1997 0.4161 -0.0050
H 1.23506 -3.59422 1.13635 -0.4401 0.2073 -0.1096 -0.0038
H -0.43471 -3.63403 1.79490 0.3714 0.3467 -0.6166 -0.0005
```
Forces are in eV/Å.